{"formula": "C72H180N12", "method": "ωB97M-V with the def2-TZVPD basis set", "species": ["C", "C", "N", "C", "C", "C", "C", "H", "H", "H", "H", "H", "H", "H", "H", "H", "H", "H", "H", "H", "H", "H", "C", "C", "N", "C", "C", "C", "C", "H", "H", "H", "H", "H", "H", "H", "H", "H", "H", "H", "H", "H", "H", "H", "C", "C", "N", "C", "C", "C", "C", "H", "H", "H", "H", "H", "H", "H", "H", "H", "H", "H", "H", "H", "H", "H", "C", "C", "N", "C", "C", "C", "C", "H", "H", "H", "H", "H", "H", "H", "H", "H", "H", "H", "H", "H", "H", "H", "C", "C", "N", "C", "C", "C", "C", "H", "H", "H", "H", "H", "H", "H", "H", "H", "H", "H", "H", "H", "H", "H", "C", "C", "N", "C", "C", "C", "C", "H", "H", "H", "H", "H", "H", "H", "H", "H", "H", "H", "H", "H", "H", "H", "C", "C", "N", "C", "C", "C", "C", "H", "H", "H", "H", "H", "H", "H", "H", "H", "H", "H", "H", "H", "H", "H", "C", "C", "N", "C", "C", "C", "C", "H", "H", "H", "H", "H", "H", "H", "H", "H", "H", "H", "H", "H", "H", "H", "C", "C", "N", "C", "C", "C", "C", "H", "H", "H", "H", "H", "H", "H", "H", "H", "H", "H", "H", "H", "H", "H", "C", "C", "N", "C", "C", "C", "C", "H", "H", "H", "H", "H", "H", "H", "H", "H", "H", "H", "H", "H", "H", "H", "C", "C", "N", "C", "C", "C", "C", "H", "H", "H", "H", "H", "H", "H", "H", "H", "H", "H", "H", "H", "H", "H", "C", "C", "N", "C", "C", "C", "C", "H", "H", "H", "H", "H", "H", "H", "H", "H", "H", "H", "H", "H", "H", "H"], "xyz": [[-3.7307, -2.4100, -6.4712], [-4.3365, -2.6622, -7.8802], [-3.7794, -3.7779, -8.6158], [-4.3004, -5.0988, -8.0641], [-3.4371, -6.2674, -8.5469], [-4.1485, -3.6039, -10.0392], [-3.3074, -2.5812, -10.7931], [-3.9540, -3.2814, -5.8557], [-4.0879, -1.5201, -5.9528], [-2.6514, -2.2600, -6.4971], [-5.4228, -2.6691, -7.9699], [-4.0139, -1.8093, -8.4774], [-4.4083, -5.2778, -6.9943], [-5.3564, -5.2043, -8.3131], [-2.6556, -6.5511, -7.8421], [-3.9460, -7.1885, -8.8309], [-2.8525, -6.0414, -9.4387], [-5.2153, -3.3806, -10.0292], [-4.1121, -4.5813, -10.5204], [-3.7177, -2.5344, -11.8018], [-2.2556, -2.8256, -10.9420], [-3.3627, -1.5377, -10.4829], [6.9959, 0.0506, -2.1583], [6.2848, 0.7370, -3.3558], [6.8204, 0.4590, -4.7001], [8.1724, 0.9760, -5.0082], [8.2639, 2.4646, -5.0202], [5.7897, 0.4750, -5.7598], [6.1221, -0.4030, -6.9598], [6.3521, -0.1330, -1.2982], [7.8760, 0.5765, -1.7883], [7.3807, -0.8639, -2.6097], [5.2009, 0.6499, -3.2803], [6.3956, 1.8022, -3.1531], [8.8582, 0.5961, -4.2509], [8.3927, 0.4310, -5.9261], [7.8557, 2.6993, -4.0372], [9.2873, 2.8110, -4.8765], [7.8482, 3.0783, -5.8194], [5.7608, 1.4961, -6.1403], [4.8765, 0.0157, -5.3816], [5.2436, -0.6812, -7.5420], [6.6416, -1.3189, -6.6784], [6.7701, 0.2682, -7.5235], [-3.1175, -4.2627, 8.3303], [-2.5453, -5.5954, 8.8043], [-3.5078, -6.7143, 8.5770], [-2.8311, -8.0335, 8.3325], [-2.5073, -8.2673, 6.8772], [-4.4910, -6.6869, 9.6888], [-3.9775, -7.3012, 11.0258], [-3.0907, -4.2811, 7.2408], [-2.4080, -3.5319, 8.7184], [-4.1554, -4.0512, 8.5873], [-1.5777, -5.7426, 8.3245], [-2.3265, -5.6775, 9.8690], [-1.9934, -8.0763, 9.0287], [-3.4522, -8.8993, 8.5619], [-3.3397, -8.3084, 6.1747], [-1.8872, -7.4325, 6.5507], [-1.8292, -9.1027, 6.7031], [-5.3589, -7.2813, 9.4032], [-4.8352, -5.6807, 9.9279], [-4.2314, -8.3571, 11.1188], [-4.6226, -6.8142, 11.7570], [-2.9632, -7.0126, 11.3018], [-7.0924, -4.2177, 4.4650], [-7.6095, -5.6490, 4.5862], [-7.7049, -6.1892, 3.2466], [-6.5503, -6.9875, 2.7442], [-6.5567, -7.1281, 1.2019], [-9.0423, -6.8322, 2.9755], [-10.2920, -5.8381, 2.9589], [-6.1267, -4.1347, 3.9663], [-7.0113, -3.8700, 5.4949], [-7.9136, -3.6427, 4.0372], [-6.8003, -6.0140, 5.2187], [-8.5396, -5.6237, 5.1541], [-6.6150, -7.9607, 3.2308], [-5.6603, -6.4380, 3.0508], [-7.0995, -7.9901, 0.8142], [-5.5075, -7.2880, 0.9534], [-6.7866, -6.2407, 0.6122], [-9.0691, -7.4490, 2.0771], [-8.9645, -7.5758, 3.7686], [-11.2368, -6.2959, 3.2517], [-10.1729, -4.9825, 3.6237], [-10.5388, -5.5258, 1.9442], [2.3438, -5.6355, -11.2894], [2.3747, -5.0183, -9.8433], [3.0293, -6.0334, -8.9407], [2.3939, -6.2661, -7.6483], [2.7605, -5.2202, -6.5914], [4.5389, -5.9802, -8.8155], [5.1157, -7.3763, -9.1071], [3.3783, -5.8165, -11.5813], [1.7421, -4.9050, -11.8303], [1.8461, -6.6030, -11.3556], [2.8237, -4.0354, -9.7005], [1.3495, -4.9205, -9.4863], [1.3111, -6.2039, -7.7565], [2.6470, -7.2495, -7.2520], [3.0353, -4.2864, -7.0818], [1.8334, -5.0164, -6.0555], [3.5477, -5.4053, -5.8606], [4.7794, -5.6482, -7.8055], [4.9433, -5.2887, -9.5546], [4.9760, -8.0078, -8.2297], [6.1771, -7.2155, -9.2958], [4.7338, -7.7645, -10.0513], [-6.3794, 0.7152, 9.0889], [-5.1645, 1.5763, 8.6937], [-4.6821, 1.3917, 7.3181], [-5.8114, 1.6133, 6.3403], [-5.3226, 1.2800, 4.8497], [-3.6275, 2.3645, 7.0316], [-2.2871, 1.7008, 7.0306], [-6.4976, 0.7149, 10.1724], [-6.2733, -0.3380, 8.8289], [-7.3407, 0.9704, 8.6430], [-5.4398, 2.6153, 8.8750], [-4.2794, 1.3964, 9.3038], [-6.5133, 0.7877, 6.4581], [-6.4038, 2.5125, 6.5093], [-6.0994, 1.3427, 4.0876], [-4.5599, 1.9898, 4.5296], [-4.7873, 0.3306, 4.8668], [-3.6488, 3.1399, 7.7974], [-3.7683, 2.9593, 6.1292], [-1.5323, 2.4652, 6.8459], [-2.3286, 0.9295, 6.2615], [-2.1096, 1.2053, 7.9851], [0.6607, -1.1146, -1.5287], [0.9801, -1.7189, -0.2051], [0.7940, -0.6710, 0.8341], [0.4308, -1.2311, 2.1407], [-1.0689, -1.4379, 2.0459], [1.8782, 0.3147, 0.9177], [1.4069, 1.6948, 1.4817], [-0.3381, -0.6853, -1.6076], [0.8484, -1.6894, -2.4356], [1.1180, -0.1400, -1.6991], [0.2677, -2.5076, 0.0369], [1.9340, -2.2453, -0.2363], [0.8769, -2.2200, 2.2464], [0.6627, -0.6677, 3.0446], [-1.5636, -0.5039, 1.7797], [-1.3508, -2.2471, 1.3722], [-1.2546, -1.8134, 3.0522], [2.3664, 0.4778, -0.0431], [2.6248, -0.0702, 1.6123], [0.8188, 2.1439, 0.6814], [2.1722, 2.4208, 1.7563], [0.7241, 1.5488, 2.3187], [-8.9876, 0.2236, -3.6244], [-9.1079, -1.0223, -2.7301], [-8.9798, -0.6715, -1.2866], [-10.3892, -0.3207, -0.7819], [-10.5308, 0.1383, 0.6185], [-8.3765, -1.7798, -0.4193], [-6.8524, -1.9084, -0.7222], [-9.0484, -0.0785, -4.6699], [-8.1501, 0.8431, -3.3036], [-9.8799, 0.8315, -3.4744], [-9.9720, -1.6609, -2.9136], [-8.2602, -1.6478, -3.0099], [-11.0130, -1.2088, -0.8827], [-10.6642, 0.4614, -1.4897], [-9.7822, 0.8669, 0.9298], [-10.5230, -0.7146, 1.2972], [-11.5028, 0.6071, 0.7725], [-8.2350, -1.4889, 0.6216], [-9.0041, -2.6670, -0.5031], [-6.2985, -0.9812, -0.5754], [-6.3488, -2.6139, -0.0612], [-6.7662, -2.2985, -1.7363], [7.1273, 1.3935, 4.9761], [6.7819, 0.2350, 5.9220], [6.1192, 0.7528, 7.1073], [6.8427, 1.5211, 8.0614], [8.1573, 0.8853, 8.6016], [4.8491, 1.3885, 6.7522], [3.8134, 1.2384, 7.9613], [7.5116, 1.1234, 3.9925], [7.7951, 2.1384, 5.4088], [6.2789, 2.0227, 4.7070], [6.0798, -0.3745, 5.3531], [7.6123, -0.4273, 6.1667], [7.2028, 2.4336, 7.5862], [6.1244, 1.6859, 8.8646], [8.5963, 0.2586, 7.8253], [8.9491, 1.6165, 8.7640], [8.0135, 0.3816, 9.5575], [4.4285, 1.0288, 5.8132], [4.9216, 2.4637, 6.5885], [3.3359, 2.1172, 8.3948], [4.3074, 0.8467, 8.8505], [3.0452, 0.4725, 7.8546], [-2.0019, 4.8216, -5.6497], [-0.8472, 4.8602, -6.6942], [-0.8135, 3.7516, -7.6599], [0.1469, 2.6338, -7.4397], [0.0909, 1.4240, -8.4119], [-0.9649, 4.0981, -9.0867], [0.2321, 4.6456, -9.6823], [-2.0048, 5.6401, -4.9299], [-1.9014, 3.9814, -4.9626], [-2.9586, 4.7460, -6.1665], [-0.8287, 5.8023, -7.2422], [0.0369, 5.0780, -6.0948], [1.1461, 3.0153, -7.2297], [-0.2339, 2.1981, -6.5160], [-0.9110, 1.0696, -8.6544], [0.5636, 1.7606, -9.3346], [0.5816, 0.6066, -7.8836], [-1.8394, 4.7484, -9.1044], [-1.2775, 3.1420, -9.5065], [0.6181, 5.4518, -9.0585], [-0.0721, 5.1599, -10.5939], [0.9898, 3.8854, -9.8725], [7.0241, 9.3930, 7.6216], [6.7816, 9.0804, 6.1825], [7.3710, 7.8815, 5.5503], [6.4459, 6.7570, 5.8435], [5.5010, 6.5523, 4.6498], [8.7900, 7.6280, 5.8355], [9.5635, 6.8026, 4.8257], [6.7012, 10.4186, 7.8007], [8.0894, 9.5193, 7.8149], [6.5952, 8.7048, 8.3499], [5.7020, 9.1072, 6.0348], [7.0603, 9.8672, 5.4814], [7.0097, 5.8654, 6.1176], [5.8560, 6.9716, 6.7346], [4.9297, 7.3896, 4.2491], [6.2113, 6.2366, 3.8856], [4.7528, 5.7803, 4.8299], [9.0481, 7.2053, 6.8065], [9.2526, 8.6120, 5.7591], [10.5150, 6.4131, 5.1878], [9.5745, 7.3609, 3.8896], [9.0625, 5.8546, 4.6300], [4.4742, 6.6465, -1.8949], [4.3986, 7.6883, -0.8225], [4.8827, 9.0130, -1.2220], [4.0215, 9.7602, -2.1090], [2.6293, 10.0094, -1.5697], [6.3122, 9.0576, -1.6191], [6.9851, 10.3994, -1.2042], [3.7452, 6.7957, -2.6914], [4.2364, 5.6871, -1.4354], [5.4240, 6.6792, -2.4286], [3.3467, 7.6673, -0.5376], [4.8946, 7.4122, 0.1081], [3.9626, 9.1838, -3.0322], [4.4619, 10.7498, -2.2301], [2.1522, 10.8054, -2.1414], [2.6126, 10.3998, -0.5522], [1.9989, 9.1462, -1.7833], [6.8056, 8.2261, -1.1158], [6.4464, 8.7990, -2.6695], [8.0631, 10.5049, -1.0821], [6.7480, 11.1586, -1.9494], [6.5787, 10.6346, -0.2205]], "forces_ev_per_angstrom": [[-0.5, -0.8, -0.3], [1.4, 1.4, -0.1], [0.0, -1.5, 1.4], [0.2, -0.1, -1.1], [0.6, -0.3, -0.7], [0.2, -0.7, 1.1], [-0.4, 0.1, -0.9], [0.2, 0.1, 0.3], [-0.5, 0.0, -0.3], [0.0, -0.4, -0.4], [-0.5, 0.0, 0.6], [-0.3, 0.3, 0.1], [0.7, 1.3, 0.4], [-0.3, -0.1, -0.9], [-0.2, 0.1, 0.4], [-0.5, 0.1, 0.3], [-0.2, 0.4, -0.2], [-0.4, 0.5, -0.5], [0.4, 0.0, -0.1], [-0.1, -0.1, -0.2], [0.0, -0.3, 0.5], [-0.1, -0.2, 0.6], [0.3, -0.5, -1.3], [0.7, 1.5, 0.5], [-0.9, -1.4, 1.1], [-1.4, -1.4, -0.6], [0.8, 0.9, 1.0], [1.0, -0.7, 0.4], [0.8, 0.6, 0.0], [-0.1, -0.1, -0.2], [-0.1, 0.3, -0.2], [-0.1, -0.5, 0.6], [0.1, -0.7, -0.4], [-0.1, 0.6, 0.0], [0.0, -0.1, 0.1], [0.6, 0.4, -0.2], [-0.5, 0.8, -0.2], [0.3, -0.2, -0.4], [-0.4, -0.4, 0.0], [-1.2, 0.2, 0.0], [-0.2, 1.0, 0.5], [0.0, 0.3, 0.0], [0.1, 0.1, 0.1], [0.2, -0.8, -0.8], [0.7, -0.5, -0.1], [-1.1, -1.2, 0.1], [-0.1, 0.1, -0.5], [-1.3, 0.4, 0.5], [1.6, 1.2, -0.6], [1.0, -1.5, 0.1], [-1.3, 0.9, 0.0], [0.1, 0.2, 0.0], [-0.4, 0.6, -0.2], [0.2, -0.1, 0.5], [-0.2, -0.3, -0.4], [0.2, 0.8, 0.3], [0.6, -0.3, -0.3], [-0.6, 0.4, 0.7], [-0.3, -0.1, 0.5], [0.0, 0.3, -0.3], [-0.3, -0.4, 0.3], [-0.1, 0.1, -0.2], [0.2, 0.1, -0.6], [0.7, -0.1, -0.2], [0.1, -0.1, 0.5], [0.1, -0.4, -0.2], [-1.3, 0.4, 1.0], [1.6, 1.2, -0.5], [-1.0, -0.1, -1.9], [-2.0, 1.3, -0.1], [1.1, -0.2, 0.4], [0.6, 0.5, 1.0], [0.7, -1.1, 0.1], [-0.3, 0.0, -0.2], [0.4, 0.4, 0.1], [0.5, 0.4, -0.6], [-0.2, -1.5, 0.1], [-0.1, -0.4, -0.2], [0.6, -0.4, 0.0], [0.1, -0.3, 0.1], [-0.2, 0.1, 0.2], [0.1, -0.4, -0.2], [-0.5, 0.2, 0.5], [0.4, 0.5, -0.3], [-1.6, -0.4, 0.4], [0.2, -0.5, 0.4], [0.3, 0.0, -0.2], [0.6, 0.4, -0.1], [0.0, 1.3, 1.5], [0.2, -2.7, 0.9], [0.6, 0.3, -0.2], [0.6, 0.6, 0.0], [-0.7, 0.8, 0.3], [-2.0, -0.8, -0.8], [0.6, 1.2, 0.1], [-0.1, 0.5, -0.6], [0.6, -0.1, -0.9], [-0.1, 0.1, 0.6], [0.3, 0.1, -0.7], [-0.1, 0.0, 0.0], [0.0, -0.3, -0.3], [0.0, -0.3, -0.3], [-0.1, 0.1, -0.1], [0.2, 0.2, 0.4], [0.0, -0.5, -0.1], [0.4, 0.1, -0.1], [-0.1, 0.2, 0.1], [0.0, -0.4, -0.4], [0.3, -0.3, 0.3], [-0.4, -0.2, 0.4], [0.4, -0.7, 0.1], [-0.3, -0.4, -0.3], [-2.0, 1.0, -1.5], [0.8, -2.5, -1.2], [0.5, 1.5, 1.3], [0.0, 0.6, 0.9], [0.0, -0.1, -0.2], [0.0, 0.2, 0.0], [0.5, -0.1, -0.1], [0.2, 0.6, 0.0], [-0.1, 0.4, 0.0], [-0.2, -0.3, 0.4], [-0.2, 0.0, 0.6], [0.4, 0.6, -0.3], [-0.2, -0.3, 0.3], [0.0, 0.2, -0.1], [-0.5, -0.2, 0.0], [0.1, 0.2, 0.4], [-0.2, -0.5, -0.3], [0.3, -0.3, -0.1], [0.5, 0.0, -0.1], [0.1, 0.0, 0.0], [-0.6, 1.5, -1.5], [-0.8, 0.5, 0.8], [1.3, 0.6, -0.2], [-0.9, -0.7, -1.8], [0.3, -0.6, 1.4], [0.2, 0.5, 1.0], [-0.7, -0.8, -1.0], [-0.7, -0.9, 0.4], [0.1, -0.4, 0.3], [1.1, -0.1, 0.2], [-0.1, 0.0, -0.1], [0.6, 0.3, 0.3], [0.4, -0.2, 0.3], [0.3, 0.5, -0.5], [-0.2, -0.2, 0.3], [0.1, 0.2, -0.2], [-1.2, 0.2, 0.1], [-0.1, -0.2, 0.0], [0.5, -0.1, 0.0], [-0.2, 0.2, 0.1], [0.3, -0.4, 0.0], [0.1, 0.0, 0.1], [-1.5, -0.4, 0.7], [1.5, 0.1, 0.8], [-0.9, -0.6, 1.6], [1.9, -0.4, -1.7], [0.1, 0.2, 1.1], [1.2, 1.9, -0.8], [-0.8, -1.1, -0.8], [0.6, 0.2, -0.1], [0.2, -0.3, -0.5], [-0.1, 0.2, 0.0], [-0.5, 0.2, -0.2], [0.1, -0.1, 0.2], [-0.4, -0.1, -0.5], [-0.6, -0.1, 0.1], [0.1, -0.1, -0.1], [0.3, 0.1, 0.2], [-0.1, 0.0, -0.2], [-1.4, 0.4, 0.2], [0.4, -0.5, 0.0], [-0.5, 0.2, -0.3], [-0.3, -0.3, 0.1], [0.6, 0.2, -0.1], [0.5, 0.7, -0.5], [-0.2, 1.0, -0.8], [-1.4, -1.6, -0.9], [1.5, 0.0, 0.2], [-0.4, 0.1, -0.3], [-1.3, 0.3, 2.0], [0.5, -0.7, 0.3], [0.4, -0.4, 0.2], [0.4, -0.3, 0.1], [-0.5, -0.4, 0.3], [-0.2, -0.3, 0.4], [0.1, 0.3, 0.0], [-0.4, 0.8, 0.2], [0.4, 0.6, 0.1], [-0.2, -0.5, 0.3], [-0.3, 0.4, 0.1], [0.0, -0.4, -0.3], [0.1, -0.5, 0.2], [0.5, 0.4, 0.0], [0.0, 0.4, -0.8], [0.6, -0.1, -0.1], [-0.1, 0.1, -0.7], [0.2, -0.5, -0.5], [0.0, 0.3, 0.4], [0.2, -0.5, -0.1], [-2.0, 0.0, 1.3], [0.2, 1.5, 0.2], [-1.9, -1.3, 2.6], [1.0, 1.5, -1.2], [0.1, 0.6, -0.5], [0.0, -0.5, -0.4], [-0.1, 0.1, 0.2], [-0.8, 0.1, -0.4], [0.8, -1.0, 0.0], [0.4, -0.2, -0.4], [0.4, 0.1, 0.5], [-0.2, 0.3, 0.2], [0.3, -0.8, -0.2], [0.4, 0.0, -0.5], [0.1, 0.2, -0.4], [-0.1, 0.2, -0.6], [0.3, -0.1, 0.2], [0.4, -0.2, -0.5], [0.1, 0.2, -0.1], [1.2, 0.9, 0.4], [0.1, 0.3, -1.8], [-0.8, -1.2, 1.0], [-0.3, 0.8, -0.1], [0.8, -0.9, -0.1], [0.3, 0.9, 0.0], [-1.2, -0.9, -0.6], [-0.6, -0.1, 0.2], [0.2, -0.5, 0.1], [-0.1, 0.0, -0.1], [-0.2, -0.7, -0.2], [0.5, 0.7, 0.6], [0.0, -0.3, -0.5], [0.0, 0.1, 0.3], [0.4, 0.5, 0.5], [-0.5, -0.2, -0.5], [0.2, -0.3, 0.1], [-0.5, 0.1, 0.6], [0.1, 0.2, 0.5], [0.3, 0.9, 0.0], [0.6, -0.3, -0.1], [-0.5, -0.1, -0.2], [0.2, -0.5, -0.6], [-0.2, 0.6, 0.0], [0.6, 0.3, 1.0], [0.2, 0.0, 0.5], [-0.5, 0.2, -0.7], [0.0, -0.3, 0.8], [-0.7, -0.1, -0.2], [-0.3, 0.2, 0.1], [0.4, -0.3, -0.3], [0.3, -0.5, 0.3], [-0.1, 0.9, 0.2], [0.5, -0.2, -0.2], [-0.2, 0.5, -0.8], [0.3, -0.2, -0.5], [0.1, 0.1, -0.3], [0.1, -0.6, 0.2], [-0.2, -0.1, 0.8], [0.0, 0.0, 0.3], [0.0, 0.4, -0.5], [0.2, -0.9, -0.3], [-0.3, 0.3, 0.3], [-0.2, 0.3, -0.2]], "relative_energy_kj_mol": 945.8, "e_tot_ev": -95452.3942, "multiplicity": 1, "charge": 0, "smiles": "CCN(CC)CC.CCN(CC)CC.CCN(CC)CC.CCN(CC)CC.CCN(CC)CC.CCN(CC)CC.CCN(CC)CC.CCN(CC)CC.CCN(CC)CC.CCN(CC)CC.CCN(CC)CC.CCN(CC)CC"}